1.
Formula: C2H5FOS2
Source: the OMol25 dataset
Level of theory: ωB97M-V/def2-TZVPD

* frontier orbital gap: 8.7 eV
* LUMO energy: -0.235 eV
* relative energy (zero: lowest compared OMol25 entry of this formula, charge and spin): 23.7 kcal per mole
* max |F|: 3.00 eV/Å

```
! wB97M-V def2-TZVPD RIJCOSX def2/J DEFGRID3
* xyz 0 1
C -1.04256 -1.03854 0.26441
C -0.87560 0.93237 -1.01737
O -0.97887 -0.34779 -0.97878
F 3.18810 -0.56712 0.26996
S -0.31893 1.87917 0.21359
S 1.68764 0.11886 0.51894
H -0.86101 -2.10555 -0.06014
H -1.95792 -0.73351 0.74330
H -0.18232 -0.78432 0.88522
H -1.11981 1.57938 -1.93643
H 2.46126 1.06706 1.09729
*
```

2.
Formula: C2H5FOS2
Source: the OMol25 dataset
Level of theory: ωB97M-V/def2-TZVPD

* frontier orbital gap (alpha / beta): 6.7 / 7.0 eV
* LUMO energy (alpha / beta): 0.017 / -2.368 eV
* max |F|: 4.79 eV/Å

```
! wB97M-V def2-TZVPD RIJCOSX def2/J DEFGRID3
* xyz 0 3
C 0.73747 0.49733 -0.18989
C -1.30026 -0.42020 -0.78990
O -0.28702 0.34221 -1.07342
F -1.80512 2.40001 1.15373
S -1.27516 -1.92128 0.13381
S -2.95444 1.25894 0.79879
H 1.38645 1.27918 -0.66955
H 1.32925 -0.51743 -0.00114
H 0.36447 0.97005 0.61290
H -2.05663 -0.37670 -1.72380
H -0.55041 -1.56634 1.33061
*
```

3.
Formula: C2H5FS
Source: the OMol25 dataset
Level of theory: ωB97M-V/def2-TZVPD

* frontier orbital gap (alpha / beta): 7.9 / 7.1 eV
* LUMO energy (alpha / beta): 0.830 / -2.532 eV
* relative energy (zero: lowest compared OMol25 entry of this formula, charge and spin): 19.9 kcal per mole
* max |F|: 2.53 eV/Å

```
! wB97M-V def2-TZVPD RIJCOSX def2/J DEFGRID3
* xyz 0 3
C 0.15020 0.61000 -0.63305
C 1.19558 -0.05072 0.14980
F 1.41069 -1.35128 -0.16438
S 0.13460 -0.12506 2.53887
H 0.24278 0.42280 -1.70180
H 0.24373 1.70806 -0.50011
H -0.75087 0.20136 -0.32142
H 1.93591 0.42334 0.81913
H 0.35944 1.08536 3.15423
*
```

4.
Formula: C2H5FS2
Source: the OMol25 dataset
Level of theory: ωB97M-V/def2-TZVPD

* frontier orbital gap: 9.2 eV
* SMILES: C=CF.SS
* LUMO energy: 0.658 eV
* relative energy (zero: lowest compared OMol25 entry of this formula, charge and spin): 34.9 kcal per mole
* max |F|: 3.06 eV/Å

```
! wB97M-V def2-TZVPD RIJCOSX def2/J DEFGRID3
* xyz 0 1
C -1.63165 1.31213 0.17589
C -1.46647 0.38425 -0.75135
F -1.04940 -0.84143 -0.43566
S 2.21408 -0.47878 -0.37944
S 2.50310 -2.10006 0.70727
H 1.25053 -2.12077 1.30806
H -2.14816 2.36661 -0.04279
H -1.39128 1.11455 1.26357
H -1.73494 0.34707 -1.86726
H 3.45419 0.01644 0.02173
*
```

5.
Formula: C2H5IN2
Source: the OMol25 dataset
Level of theory: ωB97M-V/def2-TZVPD

* frontier orbital gap (alpha / beta): 7.9 / 7.2 eV
* LUMO energy (alpha / beta): -0.457 / -1.080 eV
* relative energy (zero: lowest compared OMol25 entry of this formula, charge and spin): 97.0 kcal per mole
* max |F|: 3.36 eV/Å

```
! wB97M-V def2-TZVPD RIJCOSX def2/J DEFGRID3
* xyz 0 1
C 0.60151 1.94957 -0.10663
C 0.32602 -1.74820 0.07816
N -0.49926 1.37036 -0.15983
N -0.88949 0.20669 0.24625
I -2.78595 -0.35683 -0.31422
H 0.56853 2.98414 -0.19878
H 1.45706 1.41175 -0.02060
H 1.04931 -1.42908 0.83261
H -0.65457 -2.24868 0.44357
H 0.82684 -2.13972 -0.80055
*
```

6.
Formula: C2H5IN4
Source: the OMol25 dataset
Level of theory: ωB97M-V/def2-TZVPD

* frontier orbital gap (alpha / beta): 7.8 / 8.0 eV
* LUMO energy (alpha / beta): -0.632 / -0.197 eV
* relative energy (zero: lowest compared OMol25 entry of this formula, charge and spin): 113.5 kcal per mole
* max |F|: 4.92 eV/Å

```
! wB97M-V def2-TZVPD RIJCOSX def2/J DEFGRID3
* xyz 0 1
C 0.67779 -1.41411 -1.27378
C 1.44199 -1.19132 -0.25771
N -1.65170 2.07227 -0.23511
N -1.28583 1.04980 0.49983
N -0.09540 1.17483 0.95104
N 0.56543 0.22791 1.54587
I -0.77717 -1.16535 2.24579
H 1.06118 -2.07034 -2.06681
H -0.25136 -0.94087 -1.63946
H 2.48427 -1.70274 0.01345
H -2.66942 1.90681 -0.68972
H 0.50022 2.05312 0.90662
*
```

7.
Formula: C2H5IO
Source: the OMol25 dataset
Level of theory: ωB97M-V/def2-TZVPD

* frontier orbital gap: 9.4 eV
* SMILES: C[C@H](O)I
* LUMO energy: 0.153 eV
* relative energy (zero: lowest compared OMol25 entry of this formula, charge and spin): 7.5 kcal per mole
* max |F|: 4.10 eV/Å

```
! wB97M-V def2-TZVPD RIJCOSX def2/J DEFGRID3
* xyz 0 1
C -0.66865 -0.72959 -0.05900
C 0.21676 0.36002 0.48405
O 0.08651 1.53958 -0.17078
I 2.44868 -0.25330 -0.05764
H -0.71075 -0.57403 -1.18963
H -0.29442 -1.72569 0.16872
H -1.60575 -0.57213 0.28248
H 0.17999 0.49608 1.61110
H 0.34763 1.45905 -1.06931
*
```

8.
Formula: C2H5IO
Source: the OMol25 dataset
Level of theory: ωB97M-V/def2-TZVPD

* frontier orbital gap: 9.6 eV
* SMILES: C=CI.O
* LUMO energy: 0.599 eV
* relative energy (zero: lowest compared OMol25 entry of this formula, charge and spin): 21.8 kcal per mole
* max |F|: 2.65 eV/Å

```
! wB97M-V def2-TZVPD RIJCOSX def2/J DEFGRID3
* xyz 0 1
C -0.24693 -1.86163 0.13288
C -0.84996 -0.77348 -0.27874
O -0.09233 1.95250 -0.08223
I -2.87491 -0.13908 0.01048
H 0.72797 2.08013 0.35427
H -0.82375 -2.53961 0.77540
H 0.79658 -1.97542 -0.09190
H -0.39676 0.02740 -0.75472
H -0.48334 2.73980 -0.34371
*
```

9.
Formula: C2H5IO
Source: the OMol25 dataset
Level of theory: ωB97M-V/def2-TZVPD

* frontier orbital gap: 9.3 eV
* SMILES: C[C@H](O)I
* LUMO energy: 0.186 eV
* relative energy (zero: lowest compared OMol25 entry of this formula, charge and spin): 10.5 kcal per mole
* max |F|: 2.74 eV/Å

```
! wB97M-V def2-TZVPD RIJCOSX def2/J DEFGRID3
* xyz 0 1
C 0.59726 0.72786 -0.09935
C -0.26719 -0.34854 0.45251
O -0.09605 -1.57837 -0.13177
I -2.52448 0.25887 -0.06097
H 0.26765 0.88246 -1.05622
H 0.51427 1.57083 0.54104
H 1.69216 0.44853 -0.12826
H -0.24248 -0.28965 1.58686
H 0.05887 -1.67200 -1.10385
*
```

10.
Formula: C2H5IS2
Source: the OMol25 dataset
Level of theory: ωB97M-V/def2-TZVPD

* frontier orbital gap (alpha / beta): 7.2 / 6.8 eV
* LUMO energy (alpha / beta): -1.472 / -1.707 eV
* relative energy (zero: lowest compared OMol25 entry of this formula, charge and spin): 71.8 kcal per mole
* max |F|: 3.63 eV/Å

```
! wB97M-V def2-TZVPD RIJCOSX def2/J DEFGRID3
* xyz 0 1
C 0.28490 1.14381 -0.42362
C -0.54741 -0.11747 -0.39273
S 1.75107 -1.97607 -0.20247
S -0.08704 -1.67694 -0.89924
I -2.64942 0.48165 -0.31673
H -0.01314 1.72239 -1.25729
H 1.30280 0.65167 -0.63680
H 0.29495 1.82544 0.42565
H -0.27422 -0.77586 1.51704
H -0.06250 -1.27862 2.18620
*
```